{
  "formula": "C3H2NO3",
  "method": "wB97M-V/def2-TZVPD",
  "energy_ev": -10775.4966,
  "smiles": "[H]/N=C(/[O-])[C@H]1OC1=O",
  "orbital_gap_ev": 8.22,
  "homo_energy_ev": -4.219,
  "e_above_lowest_kcal_mol": 52.4,
  "spin_multiplicity": 1,
  "charge": -1,
  "elements": ["C", "C", "O", "H", "H", "C", "O", "N", "O"],
  "xyz": [[-0.913, 0.195, 0.393], [-2.173, -0.260, -0.135], [-2.382, 0.402, 0.960], [1.198, 0.219, -0.944], [-0.463, -0.491, 1.077], [-0.213, 1.487, -0.175], [-2.916, -0.625, -1.006], [0.828, 1.150, -0.834], [-0.770, 2.605, 0.011]],
  "lowdin_charge": [0.0047, -0.5581, 0.0951, -0.0085, 0.1143, -0.6944, 0.0829, 0.0503, -0.0863]
}


{
  "formula": "C18H43Cl2N7O5P2S",
  "method": "wB97M-V/def2-TZVPD",
  "energy_ev": -94485.3428,
  "smiles": "O=C(Cl)C[C@@H]1[C@H](O)C(=O)N[C@]1(S)Cl.CN(C)P(=O)(N(C)C)N(C)C.CN(C)P(=O)(N(C)C)N(C)C",
  "orbital_gap_ev": 7.75,
  "homo_energy_ev": -7.884,
  "spin_multiplicity": 1,
  "elements": ["H", "C", "H", "H", "C", "N", "H", "H", "H", "H", "H", "H", "C", "O", "H", "N", "N", "H", "C", "C", "C", "O", "C", "O", "C", "H", "H", "H", "N", "C", "H", "H", "N", "Cl", "H", "C", "O", "S", "N", "H", "C", "P", "H", "H", "H", "C", "C", "H", "O", "H", "H", "H", "C", "C", "H", "C", "H", "C", "H", "C", "H", "H", "P", "H", "H", "H", "H", "H", "H", "Cl", "H", "H", "H", "N", "H", "H", "H", "H"],
  "xyz": [[3.697, 5.664, -4.123], [-3.733, -2.119, 4.923], [0.991, 2.385, -1.346], [2.348, -3.512, -1.851], [-3.558, -0.757, 6.943], [0.736, 2.509, -5.627], [-0.065, 3.727, -0.966], [0.642, -5.546, 2.209], [-0.396, 0.708, -5.545], [1.645, 4.025, -1.309], [2.353, 3.842, -6.794], [-0.069, 4.408, -6.093], [0.800, -1.206, -1.538], [-6.525, 0.023, 3.587], [0.251, -0.420, -1.019], [0.903, -2.414, -0.712], [-2.501, -2.429, 5.680], [3.990, 4.046, -3.456], [-0.195, 4.848, -3.244], [0.478, 1.135, -6.051], [-0.344, 3.353, -6.104], [1.204, 1.330, -3.580], [3.217, 4.774, -3.716], [-1.194, -0.571, 6.330], [3.869, -1.870, 0.006], [0.130, -2.330, 3.497], [0.497, 5.700, -3.192], [-0.030, -4.055, 3.714], [2.961, -2.815, 0.705], [-2.195, -1.141, 6.320], [4.685, -3.500, 1.742], [3.764, 3.304, -5.879], [2.235, 4.220, -4.684], [-4.523, 1.122, 2.377], [-5.468, -1.343, 6.193], [0.772, 3.423, -1.597], [0.137, -1.295, 1.304], [-4.796, -3.617, 4.948], [0.925, -3.487, 1.916], [3.478, 5.025, -6.207], [3.672, -3.157, 1.964], [1.514, 2.722, -4.093], [-0.967, 5.018, -2.489], [-4.249, 0.411, 8.356], [-0.721, 4.901, -4.191], [-0.066, -3.258, 2.964], [-4.733, 0.403, 5.099], [-1.080, -3.220, 2.560], [-3.644, 0.468, 7.606], [-1.267, 3.202, -5.532], [1.782, -0.798, -1.808], [-6.053, -3.110, 4.993], [2.996, 4.079, -5.952], [0.749, -4.827, 1.390], [4.872, -2.289, -0.074], [1.294, -3.538, -1.539], [-3.775, 0.940, 5.083], [-5.466, 0.423, 3.754], [2.732, 5.100, -2.796], [-4.542, -1.016, 5.713], [3.929, -0.906, 0.519], [0.691, -3.556, -2.451], [1.355, -2.122, 0.937], [0.299, 1.094, -7.129], [1.336, 0.496, -5.857], [-3.820, -1.581, 7.638], [-2.672, -3.051, 6.472], [3.735, -2.299, 2.640], [3.197, -3.975, 2.497], [-3.114, -1.705, 3.296], [1.109, -4.499, -1.068], [-0.144, -4.906, 0.757], [-5.375, 0.968, 5.796], [0.443, 3.565, -3.017], [3.546, -1.689, -1.019], [-0.563, 3.135, -7.154], [0.258, -1.404, -2.464], [1.627, -5.165, 0.838]],
  "lowdin_charge": [0.0815, -1.0650, 0.0653, 0.0744, -0.2757, -0.3363, 0.0806, 0.0772, 0.0839, 0.0644, 0.0683, 0.0683, -0.1477, 0.0993, 0.0675, -0.2997, -0.0183, 0.0852, -0.1378, -0.1448, -0.1492, -0.3032, -0.1338, 0.2192, -0.1352, 0.0661, 0.0752, 0.0787, -0.2722, -0.4184, 0.0787, 0.0859, -0.2711, 0.5963, 0.1190, -0.1361, -0.3087, 0.7739, -0.3341, 0.0803, -0.1322, 0.7309, 0.0831, 0.1143, 0.0471, -0.1670, -0.1390, 0.0292, 0.0176, 0.0863, 0.0552, -0.1136, -0.1300, -0.1500, 0.0799, -0.1400, 0.1192, -0.8216, 0.0570, -0.2655, 0.0847, 0.0819, 0.7292, 0.0768, 0.0690, 0.1626, 0.1100, 0.0857, 0.0674, 0.7198, 0.0467, 0.0856, 0.1349, -0.2998, 0.0578, 0.0783, 0.0787, 0.0674]
}


{
  "formula": "C18H17ClN4OS2",
  "method": "wB97M-V/def2-TZVPD",
  "energy_ev": -61143.7955,
  "smiles": "Cc1cc(C)nc(SCC(=O)Nc2ncc(Cc3cccc(Cl)c3)s2)n1",
  "orbital_gap_ev": 8.81,
  "homo_energy_ev": -8.385,
  "spin_multiplicity": 1,
  "elements": ["N", "H", "N", "C", "H", "H", "C", "C", "C", "H", "H", "H", "C", "H", "H", "S", "H", "C", "C", "C", "H", "H", "C", "C", "H", "H", "S", "H", "H", "C", "C", "H", "C", "C", "N", "C", "H", "C", "N", "Cl", "C", "O", "C"],
  "xyz": [[0.330, 2.157, 1.451], [3.691, -0.539, 3.360], [-0.875, -1.737, 2.301], [-0.777, -1.277, 3.603], [0.496, 1.363, -2.845], [-0.174, -2.431, 2.071], [1.525, 2.012, 0.892], [-2.012, -0.029, -0.868], [0.011, 1.297, 2.405], [2.117, 0.193, -4.287], [-1.492, 0.066, 5.071], [2.234, -1.522, 3.584], [1.882, 2.968, -0.196], [2.272, 2.432, -1.059], [3.152, -1.594, 2.056], [-0.602, -0.846, -0.263], [-2.728, -0.464, 3.889], [0.783, -1.400, -4.770], [2.812, -0.949, 2.864], [-1.056, -0.077, -3.144], [-3.045, 0.545, -2.622], [2.655, 3.652, 0.155], [0.219, 0.441, -3.334], [-1.692, -0.147, 4.021], [1.005, 3.545, -0.477], [3.364, 0.882, 0.842], [-1.580, 1.430, 3.097], [-2.392, -1.684, -3.628], [-3.968, 0.388, -0.039], [-2.991, -0.043, 0.074], [-1.493, -1.119, 1.246], [1.487, -1.918, -5.402], [2.397, 1.006, 1.303], [1.976, 0.162, 2.325], [-2.688, -0.657, 1.241], [-2.030, 0.602, -2.223], [-1.765, 1.660, -2.120], [1.129, -0.217, -4.142], [0.774, 0.321, 2.865], [-0.939, -3.393, -5.354], [-1.407, -1.266, -3.770], [-0.118, -1.896, 4.404], [-0.489, -1.915, -4.576]],
  "lowdin_charge": [0.1117, 0.0889, 0.0959, -0.5590, 0.1061, 0.1492, -0.3355, -0.4840, -0.6713, 0.1065, 0.0850, 0.0704, -0.0288, 0.0734, 0.0860, 1.1089, 0.0821, -0.1077, -0.0097, -0.2767, 0.1282, 0.0859, -0.0567, -0.3355, 0.0787, 0.1192, 0.9977, 0.1199, 0.1176, -0.1787, -0.6356, 0.1037, 0.0190, -0.3010, 0.0426, -0.1533, 0.1244, -0.0703, 0.0957, 0.6760, -0.0650, 0.0597, -0.6635]
}


{
  "formula": "C40H38ClN2P2Pm",
  "method": "wB97M-V/def2-TZVPD",
  "energy_ev": -92720.3097,
  "orbital_gap_ev": [7.91, 8.23],
  "homo_energy_ev": [-13.715, -13.701],
  "spin_multiplicity": 5,
  "charge": 2,
  "elements": ["H", "H", "C", "H", "H", "H", "C", "C", "C", "C", "H", "H", "C", "H", "C", "C", "H", "H", "H", "C", "H", "H", "C", "C", "H", "H", "H", "H", "H", "H", "C", "C", "C", "P", "C", "H", "C", "H", "C", "C", "C", "C", "H", "C", "C", "C", "N", "C", "H", "C", "C", "Cl", "H", "C", "H", "H", "H", "C", "H", "C", "H", "H", "Pm", "H", "C", "C", "P", "H", "C", "H", "C", "H", "N", "C", "C", "H", "C", "C", "C", "H", "C", "H", "H", "C"],
  "xyz": [[2.568, 3.323, 2.594], [-4.796, 5.176, 1.358], [3.313, -2.078, -3.266], [1.769, -3.931, -5.684], [-0.933, 4.319, 3.091], [3.105, -0.245, 1.962], [-3.538, 3.828, 0.233], [2.347, 2.537, 4.601], [-2.307, 3.184, 0.160], [0.650, -2.210, 2.686], [2.357, -1.311, -1.483], [2.192, -4.547, 4.260], [2.488, -1.019, 2.384], [-1.951, -4.104, -3.168], [-4.290, -1.782, -4.070], [0.799, -3.135, -3.930], [1.515, -3.958, -0.498], [3.999, -2.968, -5.111], [3.652, -2.132, 3.906], [-1.660, 4.195, 2.285], [1.775, 6.559, -1.121], [2.898, 1.915, 0.301], [0.378, -5.389, 0.668], [2.755, -1.945, 3.338], [4.031, 5.614, -1.611], [-2.766, -3.387, -0.450], [1.850, 1.652, 6.512], [-3.019, -5.404, 0.982], [-0.182, -3.524, -4.203], [1.607, -3.396, 5.487], [-3.635, -3.017, -3.980], [-3.760, -0.659, -3.422], [-0.615, -3.600, -0.626], [0.181, 2.402, 1.090], [0.968, -2.409, -2.744], [1.066, 0.705, -1.459], [-1.367, 3.359, 1.198], [-4.052, -3.897, -4.469], [-2.560, -0.751, -2.727], [-0.897, -5.811, 1.066], [-1.904, -1.998, -2.630], [1.937, 2.760, 3.285], [0.359, 0.936, -1.635], [-3.833, 4.666, 1.316], [3.604, 3.709, -0.683], [-2.445, -3.132, -3.253], [1.165, -1.192, 1.955], [-2.025, -5.095, 0.660], [4.287, -1.655, -3.012], [1.438, -3.775, 4.469], [2.024, 5.545, -0.804], [-2.741, -0.744, 1.887], [-2.065, 2.533, -0.688], [-1.891, -3.978, -0.166], [-0.298, 0.679, 5.698], [3.299, 2.942, 4.940], [4.587, 3.288, -0.904], [3.289, 5.013, -1.083], [-0.371, -2.597, 2.607], [3.148, -2.813, -4.446], [-5.214, -1.691, -4.640], [-4.285, 0.298, -3.460], [-0.549, -0.368, 0.718], [0.432, -4.198, 4.384], [0.323, 1.278, 5.028], [-2.895, 4.849, 2.338], [-0.402, -2.057, -1.613], [-3.122, 5.500, 3.182], [0.701, 2.262, 2.846], [-4.270, 3.676, -0.561], [1.392, 3.482, 0.292], [1.265, -5.921, 1.009], [1.582, -2.684, 3.516], [1.538, 1.805, 5.477], [0.523, -4.295, -0.183], [-1.007, -6.700, 1.690], [1.072, 4.785, -0.123], [-0.115, 1.525, 3.729], [1.896, -3.349, -4.771], [0.080, 5.195, 0.083], [2.664, 2.940, 0.002], [-1.093, 1.147, 3.399], [-2.126, 0.131, -2.241], [2.235, -1.885, -2.405]],
  "lowdin_charge": [0.1045, 0.1191, -0.0660, 0.1195, 0.1178, 0.1124, -0.0616, -0.0526, -0.1141, -0.1695, 0.0780, 0.1105, -0.0761, 0.1175, -0.0413, -0.0554, 0.1090, 0.1189, 0.1417, -0.0674, 0.1191, 0.0930, -0.0735, -0.0007, 0.1190, 0.1098, 0.1170, 0.1204, 0.0945, 0.1112, -0.0406, -0.0609, -0.3875, 0.9537, -0.3701, 0.0546, -0.3976, 0.1199, -0.1064, -0.0592, -0.3830, -0.0728, 0.0522, -0.0442, -0.0642, -0.0973, -0.1689, -0.0553, 0.1141, 0.0175, -0.0483, -0.1184, 0.0888, -0.1047, 0.1173, 0.1172, 0.1149, -0.0482, 0.1242, -0.0478, 0.1196, 0.1165, 1.0698, 0.1048, -0.0654, -0.0444, 0.9533, 0.1190, -0.3949, 0.1158, -0.3856, 0.1141, -0.0936, -0.0561, -0.0973, 0.1182, -0.0570, -0.1367, -0.0437, 0.1108, -0.1319, 0.0657, 0.0726, -0.1270]
}


{
  "formula": "C18H21BrCaN2O3",
  "method": "wB97M-V/def2-TZVPD",
  "energy_ev": -116615.5505,
  "orbital_gap_ev": 5.05,
  "homo_energy_ev": -0.210,
  "spin_multiplicity": 1,
  "charge": -2,
  "elements": ["H", "C", "Ca", "H", "H", "H", "C", "H", "H", "C", "N", "C", "H", "C", "C", "H", "H", "O", "O", "C", "H", "C", "H", "H", "C", "C", "H", "C", "C", "C", "C", "H", "Br", "H", "C", "H", "H", "O", "H", "H", "H", "C", "H", "C", "C", "N"],
  "xyz": [[-0.763, 0.790, -3.341], [-1.772, 0.997, 0.233], [1.409, -0.342, -0.775], [3.567, -0.532, 3.313], [-0.535, 0.683, 6.198], [4.138, 1.656, 3.851], [0.359, -2.667, 1.832], [1.188, 2.436, -2.527], [2.686, 1.975, 4.812], [-1.772, -1.292, -0.089], [0.841, -1.481, 1.319], [0.307, 0.311, 4.272], [1.098, 1.336, 6.041], [1.257, -0.451, 2.058], [2.520, 0.634, -2.802], [2.581, 1.873, 3.026], [0.436, -3.811, 3.521], [1.722, -2.411, 5.111], [1.527, 0.638, 1.448], [2.849, -0.036, 3.983], [0.272, 1.302, 3.798], [1.424, -0.527, 3.590], [0.222, -1.714, -3.518], [-0.658, -0.170, 4.045], [0.790, -0.817, -3.275], [-1.712, -0.260, 0.898], [3.067, -0.410, 4.989], [-1.930, -0.673, -1.356], [-1.963, 0.740, -1.152], [3.063, 1.463, 3.920], [1.308, 1.374, -2.744], [-1.748, -0.409, 1.977], [3.992, -1.341, -0.451], [-1.732, -2.363, 0.087], [2.203, -0.718, -3.142], [0.859, -0.422, 6.249], [-1.736, 1.976, 0.710], [-0.267, -3.496, 1.186], [2.910, -1.532, -3.296], [3.521, 1.032, -2.625], [-2.027, -1.207, -2.301], [1.298, -2.009, 4.035], [-2.132, 1.502, -1.909], [0.260, 0.491, -3.117], [0.457, 0.484, 5.780], [0.629, -2.873, 3.189]],
  "lowdin_charge": [0.0705, -0.2008, 1.1250, 0.1255, 0.0662, 0.0700, -0.5247, 0.0823, 0.0535, -0.2034, 0.0433, -0.1648, 0.0574, -0.4783, -0.3234, 0.0698, 0.1492, 0.0380, -0.1354, -0.1733, 0.1236, -0.2662, 0.0834, 0.1128, -0.2371, -0.2198, 0.1050, -0.2244, -0.2430, -0.1008, -0.2364, 0.0575, -0.3087, 0.0523, -0.3296, 0.0676, 0.0549, 0.0303, 0.0604, 0.0718, 0.0639, -0.3718, 0.0537, -0.2397, -0.0981, 0.1916]
}


{
  "formula": "C17H39OP3PtS",
  "method": "wB97M-V/def2-TZVPD",
  "energy_ev": -62211.3612,
  "orbital_gap_ev": [7.20, 2.83],
  "homo_energy_ev": [-19.373, -20.593],
  "e_above_lowest_kcal_mol": 27.1,
  "spin_multiplicity": 5,
  "charge": 4,
  "elements": ["H", "C", "H", "C", "C", "H", "H", "H", "H", "C", "H", "H", "P", "H", "H", "H", "C", "C", "C", "H", "H", "H", "C", "H", "H", "P", "H", "H", "H", "H", "H", "C", "H", "Pt", "C", "H", "S", "H", "H", "C", "H", "H", "H", "C", "H", "C", "H", "H", "H", "C", "C", "P", "H", "C", "H", "H", "O", "H", "C", "H", "H", "H"],
  "xyz": [[-0.357, 1.609, 4.025], [2.630, 0.888, -4.145], [5.504, -1.601, -3.152], [-2.873, -2.298, -1.263], [2.162, 1.593, 0.726], [-1.951, -0.721, -3.766], [2.671, 2.545, 0.940], [-1.270, 0.097, -1.407], [-1.537, -3.210, 2.205], [-0.903, -0.712, -3.458], [-0.701, -3.517, 0.657], [-3.444, -1.506, -1.754], [-0.274, -0.416, 2.704], [-3.668, -0.280, 1.823], [1.900, -1.300, 2.064], [4.133, 1.921, -5.296], [-1.672, -3.282, 1.119], [2.421, -0.175, -3.249], [3.420, -1.154, -2.986], [-0.653, -1.741, -3.228], [-2.272, -0.265, 4.011], [-2.095, -1.918, 3.368], [-0.062, 3.199, 1.649], [-0.692, 1.277, -2.637], [-3.506, -3.185, -1.143], [0.395, 1.957, 0.417], [-3.284, 2.631, 2.900], [-1.044, -1.389, 4.713], [-0.537, 2.797, -1.668], [1.323, -1.898, 3.656], [0.669, -2.590, 2.141], [0.415, 2.909, -1.144], [3.194, -1.989, -2.314], [-1.021, 0.152, 0.651], [4.701, -0.918, -3.445], [-4.161, 1.765, 3.817], [1.200, -0.256, -2.060], [2.315, 0.911, 1.571], [-2.386, -4.093, 0.901], [-0.598, 0.238, -2.309], [-0.232, -0.469, -4.313], [1.239, 2.592, -1.795], [2.601, 1.143, -0.175], [-3.828, -1.197, 1.235], [-4.187, -2.010, 1.876], [-1.558, -1.070, 3.798], [-4.563, -0.991, 0.449], [0.685, 0.344, 4.747], [-0.164, 4.160, 1.129], [1.035, -1.678, 2.620], [3.924, 1.074, -4.633], [-2.307, -1.719, 0.382], [5.960, 0.415, -4.559], [0.416, 0.858, 3.812], [0.521, 3.968, -0.884], [1.804, 1.582, -4.347], [-3.387, 1.721, 3.225], [-2.016, -2.568, -1.885], [4.946, 0.201, -4.251], [1.309, 1.340, 3.400], [0.727, 3.285, 2.406], [-1.014, 2.945, 2.132]],
  "lowdin_charge": [0.0670, 0.0343, 0.1663, -0.1984, -0.2137, 0.1114, 0.0972, -0.0361, 0.0359, -0.1578, 0.0678, 0.0721, 0.6455, 0.0236, 0.0531, 0.1582, -0.1979, -0.4732, -0.0208, 0.0634, 0.0519, 0.0260, -0.1996, 0.0667, 0.0953, 0.6972, 0.0543, 0.0947, 0.0530, 0.0910, 0.0351, -0.2164, 0.1355, 0.6824, 0.0810, 0.0891, 1.0899, 0.0346, 0.0979, -0.4580, 0.1002, 0.0472, 0.0249, -0.1850, 0.0986, -0.2088, 0.0817, 0.0920, 0.0820, -0.1938, 0.0445, 0.7312, 0.1551, -0.2086, 0.0817, 0.1522, -0.0732, 0.0448, 0.0753, 0.0418, 0.0774, 0.0398]
}


Question: Number 3 is which compound?
Answer: C18H17ClN4OS2